Entry 1:
Entry from the OMol25 dataset: a structure of composition C27H14AuBrClF4INOP (the ωB97M-V functional and the def2-TZVPD basis).

The geometry in ORCA input format:
```
! RIJCOSX wB97M-V def2-TZVPD def2/J DEFGRID3
* xyz 2 3
Br -1.63285 3.38306 0.01849
H -7.08067 -2.37780 0.24770
F 4.13754 4.80129 0.41620
C 0.22398 3.72246 0.12907
C 1.62042 0.79899 2.63117
C -5.14456 -3.25155 0.11842
O -3.67354 0.55641 0.19525
C 1.88833 5.42822 0.29364
F -0.37034 6.00010 0.17915
C 1.40341 0.33115 -1.56219
F 3.49489 2.23090 0.27266
N -1.92482 -1.47074 0.00825
H -0.55420 0.47729 -2.46718
C 2.25282 -0.49346 -4.07571
H 4.20941 -0.62951 -3.19908
C 2.87081 4.45842 0.32133
C 2.72266 -1.09050 3.62098
C 0.91553 -0.18385 -3.87032
H 1.19978 1.79476 2.72704
C 0.48985 0.22554 -2.61575
P 0.82090 0.94824 0.01733
H -3.10806 -5.12495 -0.07996
C -3.71472 -3.05912 0.04742
H 0.20660 -0.25660 -4.68599
C -4.14460 -0.60902 0.17098
Cl -5.77316 -4.82087 0.09204
H 2.58767 -0.81299 -5.05541
C 1.62134 0.14641 1.39742
F 2.21093 6.69721 0.36321
H 2.18858 0.69192 4.69345
C 2.17629 0.18049 3.73838
H 3.47235 0.10808 -0.97734
C -5.55598 -0.87771 0.22709
H 2.17368 -1.64725 0.32760
H 0.00215 -2.17539 -0.17138
C -1.04121 -2.45425 -0.10211
C 2.74971 0.02121 -1.77668
H -0.69181 -4.56872 -0.22344
C 2.71237 -1.74951 2.39856
C -6.01802 -2.18219 0.20292
H 3.16255 -1.56835 4.48736
C -3.24037 -1.75609 0.07733
C -1.43772 -3.79045 -0.13518
Au -1.50549 0.71350 0.13640
C 1.18811 2.71892 0.14925
C -2.77426 -4.09533 -0.05619
C 2.51128 3.12659 0.24557
C 3.16590 -0.39234 -3.03306
C 0.55796 5.05476 0.19649
C 2.15792 -1.13670 1.28259
H 3.14853 -2.73692 2.31064
I -6.85792 0.69626 0.34558
*
```

The calculation puts the relative energy (zero: lowest compared OMol25 entry of this formula, charge and spin) at 0.0 kJ/mol. The molar mass comes out at 914.61 g mol⁻¹. The calculation puts the frontier orbital gap (alpha / beta) at 7.468 / 6.259 eV. Its LUMO energy (alpha / beta) is -6.73 / -8.50 eV. The HOMO energy (alpha / beta) comes out at -14.20 / -14.76 eV. Its total energy is -146264.3549 eV.

=====

Entry 2:
Entry from the OMol25 dataset: a cluster of 2 separate species, C8H12S2 in total at a distorted geometry (the ωB97M-V functional and the def2-TZVPD basis).

The geometry in ORCA input format:
```
! RIJCOSX wB97M-V def2-TZVPD def2/J DEFGRID3
* xyz 0 1
C 1.39418 1.75398 -1.81651
H 0.85068 1.84425 1.63301
C 0.66253 2.21258 -2.88584
H 0.49742 3.03251 -0.33808
H -2.88730 -1.72588 0.24724
C 0.08180 -2.91047 1.33070
C -1.95551 -1.69353 0.77180
H 2.14671 1.02592 -2.07817
H -0.41334 -0.50371 1.74010
C -1.50901 -0.56645 1.35941
S -2.41905 1.00176 1.49410
C -1.00516 -2.80776 0.59572
C 0.93949 2.00577 -0.43302
H 0.41764 -2.27082 2.08595
S 2.25940 0.05966 0.89381
H -0.19830 2.78860 -2.70707
H -1.05094 -3.37657 -0.28927
H 0.75180 -3.71462 1.07009
H 2.86877 0.03017 -0.44114
C 1.20401 1.40509 0.73931
H 0.95453 1.92543 -3.95365
H -3.59034 0.48409 0.98152
*
```

The calculation puts the relative energy (zero: lowest compared OMol25 entry of this formula, charge and spin) at 317.9 kJ/mol. The molar mass comes out at 172.32 g mol⁻¹. Its structure (SMILES) is C=C/C=C/S.C=C/C=C\S. The calculation puts the frontier orbital gap at 8.680 eV. Its LUMO energy is 0.57 eV. The HOMO energy comes out at -8.11 eV. Its total energy is -30157.2780 eV.

=====

Entry 3:
Entry from the OMol25 dataset: a cluster of 9 separate species, C43H54N2O25 in total at a distorted geometry (the ωB97M-V functional and the def2-TZVPD basis).

The geometry in ORCA input format:
```
! RIJCOSX wB97M-V def2-TZVPD def2/J DEFGRID3
* xyz 0 1
H -3.14024 -8.42883 -5.11634
N 2.03833 9.20347 4.73154
H -4.08869 -5.94622 -5.22629
H -3.05513 -3.42225 -4.77056
H 3.61281 7.78915 4.63898
C -2.48693 5.13674 -4.61835
H 1.05253 10.11637 3.05076
C 9.38443 4.05403 0.15937
O -1.35569 4.99599 -3.81409
C -3.97125 4.18977 -6.29804
C -4.29011 2.96150 5.74036
C 2.68331 7.97728 5.17633
C -6.11914 -4.94428 2.55045
C -2.02613 3.69828 7.61882
C 1.21376 -10.07199 3.74068
C 8.34873 0.41156 -4.54951
C 1.77620 -8.64435 3.73315
H -6.69819 2.31465 6.18161
O -8.89034 -6.52413 4.20362
C 8.76060 -0.64882 -3.59517
C 1.03912 -7.78959 2.73822
H 0.77183 1.66742 2.06148
H -2.60911 -4.40025 -7.51064
H -6.42646 3.24317 7.71645
H -3.10073 7.13926 -4.02567
H -0.96623 -2.97277 -5.41987
H -4.48515 -3.97136 2.00805
O 9.36994 1.01453 -5.21818
H 1.61313 11.15297 4.87434
O -9.64875 -6.90008 1.56053
H 2.70543 9.50993 2.85133
O -0.40029 -11.69099 2.99840
H -6.38012 -5.58866 4.51131
O 0.46208 -1.19603 0.37523
O 5.46905 -1.92901 -2.67438
C 7.48237 5.27810 -0.69318
O -4.85960 -4.46063 2.74426
H -0.56902 -4.53851 -5.67772
H 9.26621 2.43226 1.13168
H -4.59822 2.17959 5.04627
C 9.72585 5.80589 -1.53875
O 9.96299 -0.85217 -3.38576
H -1.15934 3.27761 8.12857
C -0.05154 -8.16864 1.95853
C 10.20676 4.74394 -0.67695
H 0.14477 0.80805 -0.08734
H -3.51893 -7.90636 -6.69155
C -3.06526 -5.65228 -4.99329
H -1.80654 -8.40099 -6.25920
H 1.98432 7.16186 4.99030
H -1.73782 3.56838 6.57570
C -3.24041 -3.86544 -6.80103
H 10.21507 0.70028 -4.88863
C -7.80645 -5.54240 0.85101
C 6.44406 -1.10659 -3.14250
H -1.00110 -11.75755 2.25261
C -4.81308 5.20852 -6.19625
O 2.49028 10.48931 6.59013
O -6.01757 5.24463 -6.86204
O 9.93313 3.04754 0.81824
H 0.97865 -5.99079 2.09580
C -6.56128 -4.85125 1.12367
H -9.94654 -7.26220 2.39826
O 7.36123 4.10445 1.37246
N -1.25127 -3.92714 -5.25244
C -6.87047 -5.50773 3.55245
C 1.73076 9.29748 3.29061
H -6.43586 6.02441 -6.48979
O -6.05199 -4.14263 0.29605
H 1.67001 -10.83688 4.35156
C -8.19923 -6.13917 3.29761
C 7.73129 -1.40283 -2.97591
C 8.01836 4.45267 0.39602
C -3.74018 2.14966 6.98282
H -0.90325 4.18141 -4.04509
H 1.37337 8.38652 2.81048
H -0.29887 -7.40189 1.23928
H 6.79906 1.53056 -5.34875
O -1.36916 -9.93374 1.11729
H -4.30637 -4.02476 -6.96366
H -2.94561 -5.75606 -3.91486
O 2.65940 -8.30789 4.52488
H 4.77695 -1.40926 -2.25911
C -2.73932 4.07822 -5.58232
C -2.71467 -7.87978 -5.95631
C 8.25346 5.95944 -1.53520
H 2.21598 0.85711 1.30779
C -6.52331 3.29178 6.63185
H -7.37264 3.92575 6.37725
H -3.02266 -2.80120 -6.89090
C -3.33399 6.25578 -4.60139
H -8.23409 -5.59309 -0.13942
C 0.15377 -10.41671 2.94896
O 1.47407 -6.55850 2.69067
C 0.22313 0.13025 0.76269
H 7.89242 -2.24111 -2.31430
H 1.20007 0.13382 2.63409
H -4.17136 3.49946 -7.10416
C -8.57232 -6.14319 1.86582
H -1.09527 -4.03372 -4.26027
H 8.42734 7.07422 -3.05080
O -2.22712 -6.51270 -5.70439
H 2.90809 7.96099 6.24278
O 4.78613 0.48970 -3.90639
C 7.02389 0.70984 -4.68372
H -4.48875 1.46172 7.37584
H -2.89961 1.54271 6.64641
H -0.71372 0.17569 1.31798
H 6.41585 5.30688 -0.86081
H 11.26026 4.50643 -0.66487
O -2.04495 3.06042 -5.69732
O -5.32555 7.38512 -5.37859
O -3.24146 3.01337 7.92923
C -2.71654 -4.21776 -5.43436
C 5.95596 0.00546 -3.97460
O 10.42214 6.49932 -2.28608
H -3.45993 3.50001 5.28327
C 2.06506 10.30802 5.41658
C -0.57807 -9.53746 1.92732
C 1.21588 0.73141 1.72264
O 7.70787 6.60175 -2.62569
H -2.19568 4.75638 7.81817
O -5.33015 3.87237 6.01974
C -4.59317 6.40797 -5.44329
*
```

The calculation puts the relative energy (zero: lowest compared OMol25 entry of this formula, charge and spin) at 1031.6 kJ/mol. The molar mass comes out at 998.89 g mol⁻¹. The calculation puts the frontier orbital gap at 2.282 eV. Its LUMO energy is -2.19 eV. The HOMO energy comes out at -4.47 eV. Its total energy is -99619.3132 eV.